{"formula": "C20H19ClN2O4", "method": "ωB97M-V with the def2-TZVPD basis set", "species": ["C", "O", "C", "C", "C", "C", "C", "C", "O", "C", "C", "N", "C", "O", "C", "C", "C", "C", "C", "C", "C", "C", "Cl", "N", "O", "C", "C", "H", "H", "H", "H", "H", "H", "H", "H", "H", "H", "H", "H", "H", "H", "H", "H", "H", "H", "H"], "coordinates": [[-1.5329, 2.3818, 0.6407], [-1.9183, 1.3543, -0.2390], [-1.4926, 1.4254, -1.5334], [-0.7950, 2.4881, -2.0834], [-0.4009, 2.4576, -3.4122], [-0.7019, 1.3683, -4.2011], [-1.3984, 0.2969, -3.6635], [-1.7993, 0.3130, -2.3402], [-2.5187, -0.6954, -1.7339], [-2.2516, -2.0231, -2.1206], [-0.8160, -2.4364, -1.7506], [-0.5642, -2.1627, -0.3581], [0.0791, -1.0312, 0.0342], [0.7409, -0.3522, -0.7246], [-0.1038, -0.7285, 1.4704], [0.8454, -0.3112, 2.4592], [2.2906, -0.1384, 2.3301], [2.8233, 0.5223, 1.2256], [4.1868, 0.7147, 1.1057], [5.0433, 0.2483, 2.0884], [4.5347, -0.4169, 3.1898], [3.1679, -0.6052, 3.3118], [2.5761, -1.4621, 4.6863], [0.2366, -0.1075, 3.6001], [-1.0800, -0.3473, 3.4182], [-1.2983, -0.7311, 2.1538], [-2.6936, -1.0184, 1.7401], [-0.4431, 2.4605, 0.7096], [-1.9360, 2.1077, 1.6146], [-1.9512, 3.3480, 0.3407], [-0.5367, 3.3426, -1.4791], [0.1493, 3.2916, -3.8205], [-0.3940, 1.3379, -5.2349], [-1.6238, -0.5528, -4.2896], [-2.4256, -2.1884, -3.1900], [-2.9735, -2.6219, -1.5565], [-0.0984, -1.8408, -2.3206], [-0.6675, -3.4983, -1.9626], [-1.1576, -2.6305, 0.3084], [2.1578, 0.8712, 0.4521], [4.5790, 1.2286, 0.2416], [6.1090, 0.3964, 1.9994], [5.1907, -0.7932, 3.9590], [-2.9200, -2.0804, 1.8447], [-2.8416, -0.7130, 0.7061], [-3.3760, -0.4684, 2.3839]], "atomic_forces_ev_per_a": [[0.1, 0.2, 0.1], [0.0, -0.2, -0.4], [-0.2, -0.1, 0.0], [-0.1, 0.0, 0.3], [0.0, 0.0, -0.1], [0.1, 0.1, -0.1], [-0.2, -0.2, 0.2], [0.0, 0.1, 0.1], [0.0, 0.4, -0.1], [0.3, -0.3, -0.1], [-0.3, 0.2, -0.2], [-0.2, -0.3, -0.1], [-0.1, -0.2, 0.3], [0.1, 0.1, -0.1], [-0.6, 0.2, 0.7], [-0.9, -0.1, 0.0], [0.3, 0.1, 0.2], [0.0, 0.0, 0.0], [0.1, 0.0, 0.0], [0.0, 0.0, 0.0], [0.0, 0.0, 0.0], [0.0, 0.1, -0.2], [0.2, -0.3, 0.3], [1.0, 0.5, 0.2], [-0.7, -0.3, -0.5], [0.7, 0.0, -0.6], [0.0, 0.0, 0.1], [0.0, 0.0, 0.0], [0.0, 0.0, 0.0], [0.0, 0.0, 0.0], [0.0, 0.1, 0.1], [0.0, 0.1, 0.0], [0.0, 0.0, -0.1], [-0.1, -0.1, 0.0], [0.0, 0.0, 0.1], [0.1, 0.0, -0.1], [-0.1, -0.2, 0.0], [0.0, 0.1, -0.1], [0.1, 0.1, 0.1], [-0.1, 0.0, 0.0], [0.0, 0.1, -0.1], [0.1, 0.0, 0.0], [0.0, 0.0, 0.1], [-0.1, -0.1, 0.0], [0.0, 0.0, 0.0], [-0.1, 0.0, 0.0]], "nbo_charge": [-0.251, -0.507, 0.255, -0.275, -0.210, -0.226, -0.283, 0.323, -0.524, -0.067, -0.266, -0.603, 0.671, -0.621, -0.244, 0.151, -0.144, -0.109, -0.237, -0.187, -0.236, 0.003, 0.026, -0.110, -0.268, 0.365, -0.697, 0.185, 0.198, 0.179, 0.220, 0.214, 0.213, 0.212, 0.179, 0.188, 0.245, 0.206, 0.392, 0.241, 0.217, 0.216, 0.227, 0.223, 0.274, 0.243], "orbital_gap_ev": 8.9, "e_tot_ev": -44739.8573, "spin_multiplicity": 1, "smiles": "COc1ccccc1OCCNC(=O)c1c(-c2ccccc2Cl)noc1C"}

=====

{"formula": "C20H19ClPS4SbTc", "method": "ωB97M-V with the def2-TZVPD basis set", "species": ["Tc", "S", "Sb", "S", "S", "S", "C", "P", "C", "C", "C", "C", "C", "C", "C", "C", "C", "C", "C", "C", "H", "H", "H", "H", "H", "H", "H", "H", "H", "H", "H", "H", "H", "Cl", "C", "C", "C", "C", "C", "C", "C", "H", "H", "H", "H", "H", "H"], "coordinates": [[0.9633, -1.0560, 1.3087], [2.6158, -6.8402, 2.0194], [2.0436, -4.8849, 1.1420], [0.5533, -3.2222, 2.0539], [2.4742, -1.5625, -0.3212], [3.2841, -3.3491, -0.5100], [-1.4897, 1.3033, 0.3461], [-0.5549, -0.0782, -0.3628], [0.2640, 0.5272, -1.8423], [0.8242, -0.3776, -2.7540], [1.4039, 0.0803, -3.9220], [1.4412, 1.4474, -4.1853], [0.8850, 2.3484, -3.2889], [0.2968, 1.8968, -2.1176], [-1.7631, -1.3439, -0.7610], [-2.4797, -1.9196, 0.2969], [-3.5105, -2.7996, 0.0284], [-3.8282, -3.1148, -1.2891], [-3.1074, -2.5578, -2.3376], [-2.0710, -1.6740, -2.0821], [-2.1940, 1.6497, -0.4126], [-0.8396, 2.1255, 0.6453], [-2.0672, 0.9599, 1.2037], [0.7544, -1.4457, -2.5756], [1.8235, -0.6152, -4.6363], [1.9006, 1.8038, -5.0976], [0.9146, 3.4081, -3.5035], [-0.1467, 2.6165, -1.4433], [-2.2442, -1.6643, 1.3258], [-4.0747, -3.2354, 0.8421], [-4.6462, -3.7904, -1.5003], [-3.3577, -2.8021, -3.3611], [-1.5285, -1.2219, -2.9011], [-0.3059, -0.2718, 3.1324], [0.3653, 1.3418, 3.0805], [-0.3415, 2.4593, 3.4481], [0.2765, 3.6955, 3.2687], [1.5458, 3.7795, 2.7009], [2.2375, 2.6371, 2.3338], [1.6731, 1.3766, 2.5581], [2.4223, 0.1212, 2.3778], [-1.3395, 2.3917, 3.8626], [-0.2467, 4.5960, 3.5612], [2.0049, 4.7480, 2.5536], [3.2410, 2.7096, 1.9329], [2.5495, -0.4608, 3.2977], [3.3787, 0.2652, 1.8850]], "atomic_forces_ev_per_a": [[2.1, -0.6, -1.2], [-0.4, 1.4, -0.8], [0.4, 0.1, 0.3], [0.4, 0.2, -0.5], [-1.5, 0.7, 1.3], [-0.1, -1.1, 0.5], [0.1, 0.0, 0.2], [-0.3, 0.1, -0.5], [0.0, -0.1, 0.2], [0.0, -0.1, 0.0], [0.0, 0.0, 0.0], [0.0, 0.0, 0.0], [0.1, 0.0, -0.1], [0.0, 0.0, 0.1], [0.2, -0.1, 0.2], [0.1, 0.0, -0.1], [0.0, 0.0, 0.1], [0.0, 0.0, 0.0], [0.0, 0.0, 0.0], [0.1, 0.1, 0.0], [0.0, -0.1, -0.1], [0.0, 0.0, 0.0], [0.0, 0.0, 0.0], [0.1, 0.0, 0.0], [0.0, 0.0, 0.0], [0.0, 0.0, 0.0], [0.0, 0.0, 0.0], [0.0, 0.0, 0.0], [-0.1, 0.0, 0.0], [0.0, 0.0, 0.0], [0.0, 0.0, 0.0], [0.0, 0.0, 0.0], [-0.1, 0.0, 0.0], [-0.8, -0.1, 0.9], [0.6, 0.5, -0.2], [-0.2, -0.1, 0.1], [0.1, -0.1, -0.1], [0.1, 0.0, 0.0], [0.0, 0.0, -0.1], [-0.5, -0.2, -0.2], [0.0, -0.4, -0.1], [0.0, 0.0, 0.0], [0.0, 0.0, 0.0], [0.0, 0.0, 0.0], [0.0, 0.0, 0.0], [-0.1, -0.1, -0.1], [0.0, -0.1, 0.0]], "nbo_charge": [0.131, -0.112, 1.266, -0.258, 0.323, -0.006, -0.967, 1.282, -0.357, -0.239, -0.177, -0.123, -0.184, -0.180, -0.463, -0.135, -0.208, -0.129, -0.168, -0.177, 0.299, 0.263, 0.268, 0.221, 0.250, 0.258, 0.256, 0.227, 0.192, 0.250, 0.256, 0.254, 0.239, 0.253, 0.078, -0.261, -0.105, -0.166, -0.131, -0.176, -0.428, 0.270, 0.269, 0.268, 0.254, 0.261, 0.260], "total_charge": 3, "orbital_gap_ev": [5.1, 5.1], "e_tot_ev": -94907.4443, "spin_multiplicity": 1}

=====

{"formula": "C20H19F3N5O4S3Tc", "method": "ωB97M-V with the def2-TZVPD basis set", "species": ["Tc", "F", "C", "F", "F", "C", "C", "C", "C", "N", "C", "S", "H", "H", "H", "O", "C", "C", "C", "C", "C", "C", "C", "O", "N", "N", "C", "S", "C", "C", "S", "H", "H", "H", "H", "H", "H", "H", "H", "H", "C", "C", "N", "O", "C", "C", "N", "O", "H", "H", "H", "H", "H", "H", "H"], "coordinates": [[-0.2563, 0.3381, 0.0030], [2.2044, -0.6940, 4.6880], [2.0578, -1.8882, 4.0865], [0.8535, -2.3656, 4.4314], [2.9839, -2.7115, 4.5920], [2.1935, -1.7580, 2.5919], [3.2005, -2.3939, 1.9006], [3.3162, -2.2458, 0.5159], [2.4123, -1.4427, -0.1359], [1.4383, -0.8197, 0.5413], [1.2907, -0.9642, 1.8730], [-0.0857, -0.0569, 2.4064], [3.9053, -3.0119, 2.4395], [4.0996, -2.7421, -0.0337], [2.4458, -1.2560, -1.2012], [-5.0986, 2.0176, 0.0422], [-5.1590, 0.8594, -0.6647], [-6.3009, 0.6339, -1.4248], [-6.3879, -0.4909, -2.2232], [-5.3484, -1.4141, -2.2735], [-4.2077, -1.1874, -1.5264], [-4.0963, -0.0523, -0.7233], [-2.8113, 0.2175, -0.0049], [-1.9089, -0.7830, -0.0230], [-1.6619, 2.6280, -0.0813], [-0.5102, 2.3372, 0.5227], [0.0720, 3.2967, 1.2332], [1.4876, 2.9736, 2.1533], [1.9014, 4.7336, 2.3466], [0.5968, 5.4857, 2.5083], [-0.5443, 4.9011, 1.2183], [-4.4143, 1.9348, 0.7234], [-7.1044, 1.3532, -1.3754], [-7.2821, -0.6545, -2.8087], [-5.4329, -2.3014, -2.8833], [-3.3803, -1.8818, -1.5523], [2.4518, 5.0707, 1.4678], [2.5334, 4.8278, 3.2280], [0.7300, 6.5577, 2.3740], [0.1422, 5.2965, 3.4805], [-3.1471, 2.2223, -2.7185], [-1.9554, 1.5676, -2.1166], [-1.9184, 1.3595, -0.6966], [-3.0052, 0.7657, 1.2848], [-0.8234, 1.2365, -2.7745], [-0.5286, 1.4189, -4.2193], [0.1996, 0.7027, -1.9202], [1.3244, 0.5808, -2.3941], [-3.9237, 1.4830, -2.9200], [-2.8886, 2.7098, -3.6548], [-3.5618, 2.9565, -2.0279], [-3.2187, 0.0246, 1.8706], [-0.8698, 2.3949, -4.5593], [-1.0326, 0.6565, -4.8139], [0.5403, 1.3428, -4.3991]], "atomic_forces_ev_per_a": [[-0.3, 0.8, 0.6], [0.0, -0.1, 0.0], [0.0, 0.0, 0.1], [0.1, 0.0, 0.0], [0.0, 0.0, 0.0], [-0.1, 0.1, 0.0], [0.1, 0.0, -0.1], [-0.1, 0.1, 0.0], [0.2, -0.1, 0.0], [-0.4, 0.0, -0.1], [0.1, 0.0, 0.2], [0.2, -0.1, 0.1], [0.0, 0.0, 0.0], [0.0, 0.0, 0.0], [0.0, 0.0, 0.0], [0.0, -0.1, 0.0], [0.1, 0.1, 0.0], [0.1, 0.0, 0.0], [0.0, 0.0, 0.0], [0.0, 0.0, 0.0], [0.0, 0.1, 0.0], [0.0, -0.1, -0.1], [-0.4, 0.3, 0.0], [0.6, 0.5, 0.2], [-0.7, -0.3, -0.6], [0.4, -0.3, 0.4], [-0.1, -0.7, -0.1], [0.2, 0.0, 0.2], [0.0, 0.0, -0.1], [0.0, -0.1, 0.0], [-0.1, 0.1, -0.1], [0.1, 0.1, 0.0], [0.0, 0.1, 0.0], [0.0, 0.0, 0.0], [0.0, 0.0, 0.0], [0.0, 0.0, 0.0], [0.0, 0.0, 0.0], [0.0, 0.0, 0.0], [0.0, 0.0, 0.0], [0.0, 0.0, 0.0], [0.1, 0.0, 0.0], [-0.1, 0.1, 0.2], [0.2, 0.1, 0.3], [0.0, -0.1, -0.2], [0.6, -0.3, 0.3], [0.0, 0.1, -0.1], [-0.1, 0.2, -1.2], [-0.3, -0.1, 0.3], [0.0, -0.1, 0.0], [0.0, 0.0, 0.0], [0.0, 0.0, 0.1], [0.0, 0.0, 0.0], [0.0, 0.0, 0.0], [0.0, 0.0, 0.0], [0.0, 0.0, 0.0]], "nbo_charge": [1.095, -0.314, 0.983, -0.307, -0.310, -0.213, -0.070, -0.272, 0.091, -0.534, 0.132, -0.002, 0.252, 0.247, 0.235, -0.685, 0.407, -0.293, -0.157, -0.248, -0.154, -0.263, 0.659, -0.611, -0.184, -0.309, -0.110, 0.406, -0.529, -0.535, 0.426, 0.505, 0.238, 0.228, 0.228, 0.234, 0.236, 0.258, 0.257, 0.240, -0.692, 0.325, -0.331, -0.739, 0.065, -0.676, 0.071, -0.323, 0.269, 0.243, 0.267, 0.513, 0.242, 0.249, 0.263], "total_charge": 1, "orbital_gap_ev": [4.8, 4.9], "e_tot_ev": -79535.7908, "spin_multiplicity": 2}

=====

{"formula": "C20H19FN2O3", "method": "ωB97M-V with the def2-TZVPD basis set", "species": ["O", "C", "C", "C", "C", "C", "C", "C", "C", "C", "O", "C", "O", "N", "C", "C", "N", "C", "C", "C", "C", "C", "C", "F", "C", "C", "H", "H", "H", "H", "H", "H", "H", "H", "H", "H", "H", "H", "H", "H", "H", "H", "H", "H", "H"], "coordinates": [[2.4737, 1.2023, -1.1588], [1.8020, 1.2462, -0.1416], [0.3541, 1.5427, -0.1640], [-0.3636, 1.2677, -1.2590], [-1.7726, 1.5261, -1.4787], [-2.3244, 1.1948, -2.7175], [-3.6617, 1.4152, -3.0231], [-4.4416, 1.9791, -2.0418], [-3.9064, 2.3128, -0.7942], [-2.5898, 2.0998, -0.4874], [-4.8935, 2.8506, -0.0095], [-6.0608, 2.8527, -0.8018], [-5.7695, 2.3000, -2.0678], [2.3679, 1.0896, 1.0900], [3.7853, 0.8118, 1.1720], [4.0168, -0.7096, 1.2428], [2.9186, -1.3458, 1.9539], [2.1873, -2.3459, 1.3439], [0.7969, -2.4602, 1.4477], [0.1074, -3.4989, 0.8510], [0.7732, -4.4663, 0.1213], [2.1520, -4.3960, 0.0158], [2.8315, -3.3655, 0.6266], [4.1884, -3.3779, 0.5440], [2.3233, -0.4859, 2.9421], [1.6442, 0.7440, 2.2935], [-0.0709, 2.0354, 0.6964], [0.1618, 0.7968, -2.0807], [-1.6863, 0.7552, -3.4686], [-4.0745, 1.1585, -3.9841], [-2.2064, 2.3685, 0.4814], [-6.4218, 3.8864, -0.9256], [-6.8427, 2.2526, -0.3095], [4.1835, 1.3184, 2.0558], [4.2613, 1.2185, 0.2795], [4.9683, -0.9244, 1.7438], [4.0628, -1.0995, 0.2267], [0.2361, -1.7206, 1.9958], [-0.9669, -3.5419, 0.9514], [0.2331, -5.2704, -0.3522], [2.7159, -5.1423, -0.5215], [3.1280, -0.1561, 3.6073], [1.6073, -1.0489, 3.5412], [1.6496, 1.5873, 2.9975], [0.6115, 0.5065, 2.0375]], "atomic_forces_ev_per_a": [[0.1, -0.1, -0.2], [0.1, 0.1, 0.0], [-0.3, 0.0, -0.4], [0.6, 0.0, 0.4], [-0.5, 0.0, -0.2], [0.3, 0.0, 0.3], [-0.5, 0.2, 0.1], [0.4, 0.0, 0.4], [-0.1, -0.2, -0.4], [-0.3, 0.1, -0.1], [0.5, -0.1, 0.1], [-1.2, 0.4, 0.4], [0.3, -0.2, -0.4], [0.2, 0.0, 0.1], [0.2, 0.0, -0.2], [0.3, 0.2, -0.1], [0.1, 0.0, 0.2], [0.0, -0.3, -0.1], [0.1, 0.1, 0.0], [-0.1, -0.1, -0.1], [0.0, 0.0, 0.0], [0.1, 0.1, 0.0], [0.0, -0.1, -0.1], [-0.2, 0.1, 0.1], [-0.1, 0.1, 0.0], [-0.2, 0.0, 0.2], [-0.1, 0.0, 0.1], [0.1, 0.0, -0.1], [0.1, 0.0, -0.1], [0.0, 0.0, -0.1], [0.1, 0.0, 0.2], [0.2, -0.2, 0.0], [0.2, 0.1, -0.1], [0.0, 0.0, 0.0], [0.0, 0.0, 0.2], [0.0, 0.0, -0.1], [0.0, 0.0, 0.1], [0.0, 0.1, 0.1], [-0.1, 0.0, 0.0], [0.0, -0.1, 0.0], [0.1, -0.1, 0.0], [-0.1, 0.0, 0.0], [0.1, 0.1, 0.0], [-0.1, -0.1, 0.0], [0.1, 0.0, 0.1]], "nbo_charge": [-0.632, 0.655, -0.324, -0.094, -0.103, -0.167, -0.260, 0.233, 0.301, -0.259, -0.490, 0.236, -0.472, -0.439, -0.244, -0.214, -0.448, 0.186, -0.286, -0.190, -0.238, -0.255, 0.331, -0.333, -0.227, -0.228, 0.200, 0.226, 0.217, 0.231, 0.221, 0.159, 0.159, 0.188, 0.254, 0.193, 0.224, 0.208, 0.212, 0.216, 0.229, 0.200, 0.221, 0.191, 0.212], "orbital_gap_ev": 8.1, "e_tot_ev": -32887.5886, "spin_multiplicity": 1, "smiles": "O=C(/C=C/c1ccc2c(c1)OCO2)N1CCN(c2ccccc2F)CC1"}

=====

{"formula": "C20H19N3O3S3", "method": "ωB97M-V with the def2-TZVPD basis set", "species": ["C", "C", "C", "C", "C", "C", "C", "N", "S", "O", "O", "C", "C", "C", "C", "N", "C", "S", "N", "C", "O", "C", "C", "C", "C", "S", "C", "C", "C", "H", "H", "H", "H", "H", "H", "H", "H", "H", "H", "H", "H", "H", "H", "H", "H", "H", "H", "H"], "coordinates": [[-6.6489, 2.0509, -2.6006], [-6.1135, 1.1063, -1.5659], [-6.9256, 0.1466, -0.9834], [-6.4238, -0.7371, -0.0344], [-7.3238, -1.7644, 0.5833], [-5.0884, -0.6623, 0.3271], [-4.2638, 0.3012, -0.2413], [-2.9007, 0.3631, 0.0945], [-2.3333, 0.2036, 1.6798], [-2.5347, 1.4346, 2.3910], [-2.8455, -1.0030, 2.2485], [-0.5969, 0.0160, 1.3150], [0.2696, 1.0678, 1.5506], [1.6081, 0.9215, 1.2520], [2.0850, -0.2798, 0.7130], [3.4456, -0.3261, 0.4491], [4.2301, -1.2820, -0.0723], [3.8174, -2.7826, -0.6125], [5.5788, -0.9536, -0.1731], [6.2049, 0.2177, 0.1761], [5.6079, 1.1765, 0.6485], [7.6403, 0.2454, -0.0567], [8.5077, -0.6994, -0.5524], [9.8317, -0.2387, -0.6033], [9.9559, 1.0420, -0.1493], [8.4680, 1.7137, 0.3501], [1.1973, -1.3325, 0.4838], [-0.1426, -1.1769, 0.7885], [-4.7810, 1.1819, -1.1827], [-7.7356, 2.0393, -2.6117], [-6.2933, 1.7626, -3.5901], [-6.3099, 3.0667, -2.4069], [-7.9667, 0.0845, -1.2670], [-7.6579, -2.4768, -0.1706], [-6.8065, -2.3067, 1.3695], [-8.2076, -1.2897, 1.0068], [-4.6809, -1.3344, 1.0629], [-2.4450, 1.1627, -0.3241], [-0.1214, 1.9788, 1.9751], [2.2990, 1.7318, 1.4344], [3.9648, 0.5291, 0.6950], [6.1361, -1.7012, -0.5659], [8.2233, -1.6874, -0.8693], [10.6564, -0.8287, -0.9599], [10.8511, 1.6281, -0.0824], [1.5526, -2.2628, 0.0747], [-0.8458, -1.9781, 0.6300], [-4.1382, 1.9321, -1.6235]], "atomic_forces_ev_per_a": [[0.1, 0.0, 0.0], [0.0, -0.1, 0.1], [0.1, 0.0, 0.0], [0.1, 0.1, 0.0], [0.0, 0.0, 0.0], [-0.1, 0.0, 0.0], [-0.7, -0.1, 0.0], [0.7, -0.2, 0.5], [0.2, 0.5, -0.4], [0.2, 0.0, -0.1], [0.0, -0.3, -0.2], [-0.6, 0.1, 0.1], [0.0, 0.1, 0.1], [0.0, -0.2, -0.1], [-0.7, -0.1, 0.1], [1.0, 0.6, 0.1], [-0.3, -0.3, -0.1], [0.0, -0.4, -0.1], [0.3, 0.3, 0.1], [-0.4, -0.1, 0.0], [0.1, 0.1, 0.0], [0.7, 0.4, 0.0], [-0.5, 0.3, 0.2], [0.3, 0.1, 0.0], [-0.3, 0.1, 0.1], [0.0, -0.6, -0.2], [0.0, -0.1, 0.0], [0.0, 0.1, 0.0], [0.2, -0.1, 0.1], [-0.1, 0.0, 0.0], [0.0, 0.0, -0.1], [0.0, 0.1, 0.0], [-0.1, 0.0, 0.0], [0.0, -0.1, 0.0], [0.0, -0.1, 0.1], [-0.1, 0.0, 0.1], [-0.1, -0.1, 0.0], [0.1, 0.1, 0.0], [0.0, 0.1, 0.0], [0.1, 0.1, 0.0], [-0.1, -0.3, -0.1], [-0.2, 0.1, 0.1], [-0.1, -0.2, -0.1], [0.1, -0.1, -0.1], [0.2, 0.1, 0.0], [0.0, 0.0, 0.0], [0.0, -0.2, -0.1], [0.1, 0.1, 0.0]], "nbo_charge": [-0.629, 0.028, -0.247, 0.033, -0.631, -0.293, 0.256, -0.865, 2.310, -0.933, -0.929, -0.385, -0.174, -0.228, 0.177, -0.583, 0.284, -0.191, -0.620, 0.668, -0.616, -0.348, -0.186, -0.267, -0.384, 0.529, -0.257, -0.097, -0.301, 0.215, 0.220, 0.217, 0.202, 0.219, 0.218, 0.219, 0.239, 0.398, 0.249, 0.221, 0.445, 0.430, 0.221, 0.233, 0.243, 0.257, 0.233, 0.200], "orbital_gap_ev": 7.7, "e_tot_ev": -64167.6338, "spin_multiplicity": 1, "smiles": "Cc1cc(C)cc(NS(=O)(=O)c2ccc(NC(=S)NC(=O)c3cccs3)cc2)c1"}

=====

Question: Number 1 is which compound?
Answer: C20H19ClN2O4